(1)
Computed, not measured: a structure of composition C50H48FN5O4Ru at a distorted geometry, with the ωB97M-V functional and the def2-TZVPD basis.

Calculated values
Net charge: -1
Energy relative to the best compared isomer or geometry (same formula, charge and spin) (kJ/mol): 538.8
HOMO level (alpha / beta) (eV): -2.1861 / -4.1739
E (eV): -73566.8845
F_max (eV/Å): 1.88
2S+1: 6
Gap between HOMO and LUMO (alpha / beta) (eV): 4.51 / 5.13

Last column: Mulliken charge in e.
Atoms and positions in Å:
Ru  -0.137  -0.799  -0.624  -0.217
C  3.305  -3.681  0.104  -1.015
C  2.338  -2.544  0.269  -0.154
N  0.751  -2.309  -1.568  -1.032
C  1.742  -1.898  -2.479  0.950
C  2.388  -3.182  -3.082  2.798
C  3.906  -3.854  -1.065  -1.652
C  2.659  -3.001  -4.538  -2.151
C  2.138  -1.978  -5.245  -0.950
C  1.326  -0.942  -4.704  -1.018
C  1.104  -0.860  -3.349  0.597
N  0.318  -0.088  -2.577  1.314
C  -0.350  1.059  -2.902  0.239
C  -0.258  1.787  -4.102  -0.798
C  -1.094  2.863  -4.332  -1.152
C  -1.990  3.301  -3.372  -1.135
C  -2.019  2.691  -2.107  1.292
C  -2.815  3.154  -1.037  -1.293
C  -2.760  2.491  0.178  -1.410
C  -1.946  1.388  0.324  -0.826
N  -1.193  0.911  -0.685  1.636
C  -1.204  1.552  -1.880  -0.560
H  3.469  -4.339  0.943  0.438
H  2.193  -2.259  1.316  0.902
H  4.598  -4.668  -1.236  0.483
H  3.244  -3.772  -5.022  0.454
H  2.329  -1.931  -6.312  0.362
H  0.843  -0.288  -5.409  0.422
H  0.475  1.519  -4.845  0.498
H  -1.029  3.380  -5.282  0.369
H  -2.647  4.135  -3.580  0.445
H  -3.434  4.028  -1.165  0.406
H  -3.340  2.837  1.021  0.490
H  -1.868  0.863  1.268  0.499
C  -1.358  2.676  6.008  -1.919
C  -1.166  3.842  5.042  0.564
C  -2.482  4.599  4.862  -0.983
C  -2.212  5.862  4.060  -1.198
C  -1.526  5.501  2.770  1.139
C  -1.623  6.365  1.685  -0.698
C  -1.046  6.013  0.480  0.164
F  -1.147  6.885  -0.561  -0.411
C  -0.393  4.816  0.313  -0.656
C  -0.284  3.930  1.393  0.909
C  0.376  2.635  1.164  0.240
O  0.825  2.315  0.059  -0.695
C  0.455  1.820  2.357  0.180
C  -0.031  2.258  3.538  -0.500
N  -0.693  3.433  3.724  0.391
C  -0.832  4.290  2.645  -1.081
C  1.043  0.418  2.377  -0.691
O  1.564  0.028  3.424  -0.803
O  0.905  -0.296  1.347  1.112
H  -1.877  3.037  6.895  0.458
H  -0.410  2.253  6.326  0.493
H  -1.960  1.900  5.545  0.336
H  -0.429  4.534  5.479  0.132
H  -2.914  4.845  5.833  0.396
H  -3.183  3.956  4.327  0.274
H  -1.582  6.543  4.645  0.347
H  -3.145  6.390  3.847  0.438
H  -2.156  7.299  1.780  0.496
H  0.039  4.520  -0.628  0.669
H  0.117  1.627  4.399  0.615
C  -1.450  -5.072  0.426  -1.737
C  0.075  -5.222  0.533  0.770
C  0.544  -4.910  1.947  -1.603
C  0.691  -4.358  -0.529  -1.118
C  0.948  -4.941  -1.789  -0.750
C  1.678  -4.483  -2.854  -1.696
C  3.664  -2.910  -2.186  -0.324
C  3.076  -1.538  -1.731  0.316
C  3.865  -0.309  -2.216  0.579
C  5.224  -0.242  -1.510  -1.754
C  3.116  1.003  -1.960  -1.093
C  1.020  -2.951  -0.432  2.535
O  2.842  -1.380  -0.356  -0.573
H  -1.963  -5.754  1.102  0.529
H  -1.771  -5.285  -0.591  0.348
H  -1.735  -4.054  0.667  0.383
H  0.328  -6.268  0.314  0.586
H  0.397  -3.860  2.169  0.168
H  1.598  -5.145  2.071  0.311
H  -0.018  -5.509  2.661  0.486
H  0.597  -5.963  -1.897  0.464
H  1.767  -5.173  -3.686  0.347
H  4.559  -2.816  -2.805  1.017
H  4.031  -0.438  -3.294  0.595
H  5.075  -0.055  -0.449  0.268
H  5.805  0.579  -1.931  0.506
H  5.796  -1.162  -1.624  0.407
H  2.543  0.957  -1.034  -0.157
H  2.434  1.248  -2.767  0.020
H  3.822  1.827  -1.881  0.676
C  -3.099  -1.399  -2.028  -1.394
C  -3.141  -1.592  -0.547  0.423
C  -4.250  -1.781  0.265  -1.317
C  -3.769  -1.911  1.572  -0.971
C  -2.387  -1.801  1.502  -0.553
C  -1.422  -1.891  2.635  -0.201
N  -2.011  -1.625  0.208  1.821
H  -3.788  -2.083  -2.525  0.519
H  -2.084  -1.584  -2.396  0.007
H  -3.379  -0.380  -2.309  0.134
H  -5.280  -1.816  -0.045  0.507
H  -4.347  -2.088  2.462  0.542
H  -1.608  -2.788  3.228  0.399
H  -1.505  -1.031  3.302  0.242
H  -0.402  -1.904  2.256  -0.617

Forces on atoms 1 to 6 (eV/Å):
Ru -1.043 0.299 -0.059
C 0.286 -0.039 -0.044
C -0.074 -0.144 0.306
N -0.633 -0.174 0.392
C 0.722 0.598 -0.212
C -0.012 0.246 -0.088



(2)
Computed, not measured: a structure of composition C50H49AsCsF6N3O4PSb at a distorted geometry, with the ωB97M-V functional and the def2-TZVPD basis.

Calculated values
Net charge: -1
HOMO level (alpha / beta) (eV): -5.5866 / -5.5873
E (eV): -158829.9074
F_max (eV/Å): 2.78
2S+1: 2
Gap between HOMO and LUMO (alpha / beta) (eV): 7.19 / 5.97

Last column: Mulliken charge in e.
Atoms and positions in Å:
Cs  1.099  -0.194  0.266  1.141
O  -4.153  -3.164  -3.239  -0.511
C  -4.528  -1.858  -3.345  1.660
C  -5.650  -1.501  -4.092  -0.855
C  -6.012  -0.173  -4.230  -0.574
C  -5.253  0.822  -3.625  -1.095
C  -4.141  0.458  -2.888  -0.299
C  -3.761  -0.876  -2.726  -0.141
C  -2.531  -1.096  -1.902  0.075
O  -1.795  -0.168  -1.643  0.094
N  -2.379  -2.385  -1.377  -1.054
N  -1.285  -2.744  -0.834  0.593
C  -0.811  -3.915  -0.656  -0.549
C  0.382  -4.137  0.197  0.887
C  0.809  -5.415  0.495  -0.995
C  1.913  -5.556  1.331  -0.287
C  2.529  -4.427  1.826  -1.127
C  2.029  -3.179  1.461  -0.127
N  0.984  -3.043  0.658  0.208
H  -4.779  -3.698  -3.740  0.333
H  -6.234  -2.280  -4.572  0.269
H  -6.888  0.083  -4.814  0.376
H  -5.526  1.865  -3.721  0.447
H  -3.528  1.206  -2.400  0.560
H  -1.301  -4.755  -1.143  0.400
H  0.296  -6.277  0.086  0.392
H  2.284  -6.541  1.583  0.414
H  3.397  -4.488  2.468  0.464
H  2.497  -2.259  1.812  0.299
C  -0.626  1.924  4.532  -1.802
C  -0.389  2.524  3.171  0.967
C  0.889  2.899  2.776  -0.277
C  1.133  3.400  1.504  0.249
C  2.540  3.714  1.059  -1.497
C  0.061  3.544  0.627  0.206
C  -1.230  3.163  0.985  0.675
C  -2.366  3.279  -0.002  -1.085
C  -1.436  2.655  2.262  -0.617
H  -1.135  0.963  4.450  0.342
H  -1.229  2.591  5.155  0.481
H  0.319  1.740  5.045  0.287
H  1.723  2.723  3.447  0.273
H  2.911  4.634  1.518  0.366
H  2.593  3.840  -0.025  0.129
H  3.225  2.911  1.340  0.337
H  0.241  3.909  -0.377  0.206
H  -3.022  2.407  0.051  0.286
H  -1.994  3.358  -1.026  -0.244
H  -2.979  4.163  0.197  0.522
H  -2.430  2.319  2.547  0.373
C  2.237  -0.932  4.679  -1.353
C  1.294  -0.662  3.519  0.886
O  0.163  -1.189  3.536  -0.730
O  1.757  0.070  2.578  -0.677
H  1.676  -1.169  5.583  0.378
H  2.905  -0.085  4.845  0.298
H  2.866  -1.795  4.435  0.235
F  2.998  -0.939  -1.103  -0.337
Sb  4.788  -1.606  -0.927  2.325
F  4.956  -1.590  -2.801  -0.574
F  5.429  0.160  -0.891  -0.607
F  6.494  -2.372  -0.735  -0.543
F  4.562  -1.549  0.942  -0.541
F  4.003  -3.319  -0.991  -0.578
C  2.354  2.037  -3.844  -0.962
C  3.602  1.218  -3.508  -1.210
As  5.213  1.727  -4.527  0.105
C  4.629  1.157  -6.299  -0.318
C  5.454  1.472  -7.379  -0.324
C  5.117  1.085  -8.669  -0.577
C  3.951  0.362  -8.894  -0.444
C  3.131  0.032  -7.825  -0.816
C  3.467  0.428  -6.534  0.463
C  4.805  3.639  -4.665  -0.070
C  5.139  4.407  -3.549  -0.297
C  4.823  5.758  -3.491  -0.693
C  4.182  6.366  -4.564  -0.433
C  3.862  5.614  -5.686  -0.738
C  4.168  4.257  -5.736  0.171
P  0.851  1.410  -2.966  1.207
C  0.317  0.089  -4.133  0.443
C  0.164  -1.207  -3.642  -0.508
C  -0.201  -2.253  -4.483  -0.432
C  -0.417  -2.013  -5.832  -0.898
C  -0.261  -0.726  -6.339  -0.874
C  0.108  0.310  -5.495  -0.314
C  -0.323  2.782  -3.345  1.229
C  -1.600  2.561  -3.859  -1.003
C  -2.497  3.610  -4.031  -0.615
C  -2.132  4.906  -3.696  -0.793
C  -0.863  5.142  -3.180  -0.637
C  0.025  4.091  -3.000  -0.823
H  2.169  2.079  -4.920  0.246
H  2.487  3.068  -3.518  0.421
H  3.461  0.148  -3.671  0.562
H  3.886  1.303  -2.456  0.566
H  6.370  2.027  -7.212  0.350
H  5.768  1.340  -9.495  0.379
H  3.688  0.053  -9.898  0.390
H  2.222  -0.535  -7.985  0.364
H  2.809  0.156  -5.718  0.370
H  5.642  3.943  -2.706  0.411
H  5.080  6.334  -2.610  0.407
H  3.934  7.420  -4.524  0.390
H  3.359  6.080  -6.525  0.382
H  3.889  3.680  -6.611  0.358
H  0.304  -1.404  -2.584  0.391
H  -0.313  -3.253  -4.081  0.464
H  -0.703  -2.825  -6.490  0.417
H  -0.423  -0.532  -7.392  0.521
H  0.228  1.310  -5.901  0.432
H  -1.905  1.555  -4.118  0.513
H  -3.484  3.408  -4.432  0.431
H  -2.828  5.724  -3.833  0.376
H  -0.566  6.147  -2.904  0.424
H  1.001  4.299  -2.578  0.240

Forces on atoms 1 to 6 (eV/Å):
Cs -2.381 1.083 -0.946
O -0.118 0.052 -0.089
C 0.050 -0.258 -0.081
C -0.002 0.009 0.003
C 0.038 0.025 0.024
C 0.013 -0.097 0.003



Q: Which of these has the highest 2S+1?
A: C50H48FN5O4Ru



Q: Which formula does entry 1 have?
A: C50H48FN5O4Ru



Q: Which of these has the highest F_max?
A: C50H49AsCsF6N3O4PSb



Q: Among the records above, which one has the lowest 2S+1?
A: C50H49AsCsF6N3O4PSb